1.
ORCA calculation (ωB97M-V/def2-TZVPD) on a molecular structure, C32H79N4O9P2S2.

Structure (XYZ):
```
128
Properties=species:S:1:pos:R:3
S -4.031 0.035 4.249
S 2.584 -3.323 -0.721
P 3.325 -0.710 -1.714
P 0.327 -3.263 -2.450
O 3.131 -1.461 4.629
O -1.382 -3.035 -2.738
O 3.896 3.823 -0.701
O -0.003 2.645 5.324
O -7.232 3.420 0.613
O -1.536 0.850 -5.551
O 1.669 -7.098 -5.543
O -4.871 2.988 -2.895
O 0.520 -4.949 -1.923
N 1.041 -3.204 -3.912
N -3.019 2.501 -1.368
N 1.035 0.309 -0.055
N 3.844 0.740 -2.319
C 0.049 -3.458 1.130
C 0.240 1.561 -0.343
C -7.831 2.639 -1.580
C -2.186 -0.302 4.123
C 4.935 5.396 -2.192
C -0.028 -2.204 0.078
C -1.083 4.701 5.943
C -0.396 -0.085 -3.401
C -0.762 1.226 -4.357
C 2.843 -2.766 5.108
C -2.070 2.230 1.094
C -1.268 3.253 5.540
C -1.755 -1.083 2.706
C 2.967 -0.301 1.724
C -0.268 -0.589 2.218
C -2.638 1.786 -5.822
C -4.106 2.026 -2.308
C 1.416 -0.549 -1.307
C 5.071 4.079 -1.456
C -0.490 2.430 0.778
C 0.030 -0.646 0.624
C 1.097 0.111 -2.811
C 1.100 -2.176 -1.109
C 4.499 0.308 2.014
C 5.685 -0.817 1.818
C -8.287 3.373 -0.336
C -3.059 1.686 -0.058
C 2.775 -2.758 6.621
C 2.046 -7.916 -4.446
C -4.423 0.475 -2.735
C 0.912 -7.995 -3.445
C 2.227 0.807 0.752
H -4.179 1.816 0.333
H 1.329 1.282 -2.844
H 4.185 0.616 -3.298
H -8.634 2.590 -2.321
H 4.074 5.376 -2.867
H 5.835 5.611 -2.776
H 0.273 1.651 -4.746
H -7.515 1.621 -1.332
H 2.946 -7.494 -3.986
H -2.050 5.186 6.109
H -0.346 -5.442 -2.017
H 1.887 -3.083 4.683
H -1.806 -2.238 3.003
H -0.464 -1.024 -4.127
H 1.829 -0.323 -3.651
H 5.920 4.111 -0.767
H 5.226 3.252 -2.156
H 3.519 -1.629 -2.845
H 3.149 3.788 -1.323
H -8.592 4.397 -0.574
H 1.033 2.281 -0.881
H 6.508 -0.606 2.655
H -4.136 1.433 4.461
H 0.012 -8.406 -3.916
H 1.185 -8.626 -2.595
H 3.987 -1.192 5.005
H 0.651 -6.998 -3.076
H 2.460 -0.323 2.805
H -3.643 1.173 -5.682
H 0.497 2.704 6.157
H 1.952 1.626 1.578
H -1.609 0.703 4.284
H 4.768 6.216 -1.486
H 5.243 -1.909 1.910
H 4.173 -0.971 -0.613
H -2.486 3.304 1.417
H -6.486 3.887 0.200
H -1.197 -0.211 -2.527
H -2.155 1.584 2.079
H -0.397 3.572 0.424
H 0.344 -4.498 0.635
H -1.283 2.000 -3.649
H -2.957 0.561 -0.362
H -1.843 3.184 4.613
H 1.785 -2.479 -3.847
H -1.886 -1.040 5.012
H -3.285 3.500 -1.122
H -4.795 0.423 -3.848
H -5.253 -0.055 -2.082
H -1.168 -2.293 -0.268
H 4.758 1.231 1.345
H -2.601 -0.830 1.908
H 6.165 -0.688 0.746
H 2.549 -3.757 7.006
H -1.798 2.694 6.318
H 0.789 -3.309 2.028
H -1.067 -3.635 1.515
H 2.790 -3.413 0.661
H -0.489 4.776 6.859
H 2.003 -2.063 6.967
H 3.132 -1.350 1.260
H 3.621 -3.450 4.754
H -0.602 1.432 -1.179
H 4.557 0.664 3.149
H -2.613 2.136 -6.963
H -0.541 5.250 5.166
H 0.012 2.468 1.863
H 3.724 -2.421 7.050
H 2.996 1.430 0.080
H 0.508 -1.289 2.797
H -1.530 -2.908 -3.721
H -3.431 -0.180 -2.667
H -9.136 2.858 0.122
H -0.104 0.480 2.725
H -0.994 -0.223 0.174
H 1.464 -6.214 -5.194
H -6.967 3.139 -2.030
H -2.627 2.768 -5.185
H 2.289 -8.912 -4.829
```

Output
E (eV): -99079.707
Net charge: +1
Highest occupied orbital energy (eV): -10.9
Multiplicity: 1

2.
ORCA calculation (ωB97M-V/def2-TZVPD) on a molecular structure, C32H80BF10FeNO34S12.

Structure (XYZ):
```
171
Properties=species:S:1:pos:R:3
Fe 0.103 3.534 3.087
S 1.106 -5.867 -8.698
S 1.348 0.755 -0.760
S 4.536 7.684 2.704
S -2.855 -12.099 0.934
S 3.074 1.184 7.824
S -10.630 3.703 2.897
S 3.354 2.225 -8.363
S 4.857 10.153 -5.050
S -5.065 1.264 7.278
S 8.655 -3.760 -5.115
S -8.276 -6.929 1.477
S -0.174 -0.628 0.690
F -1.488 5.736 1.144
F 3.714 -0.469 -0.712
F -2.268 -2.045 -0.364
F 2.836 -0.777 1.105
F 3.630 1.136 0.813
F -3.674 6.192 0.778
F -1.810 -0.330 -1.557
F -2.813 4.392 2.004
F -2.740 4.408 -0.210
F -2.720 -0.072 0.386
O -0.299 -6.085 -8.446
O -6.039 0.175 6.473
O 0.656 -1.849 0.486
O -11.060 5.057 3.253
O 4.863 9.563 -6.396
O 2.494 1.820 6.654
O 3.633 9.009 2.988
O 9.449 -4.950 -4.899
O -4.222 -12.591 0.657
O -9.344 -5.981 1.501
O 3.883 11.257 -4.753
O 4.383 1.982 8.360
O 2.107 -6.850 -9.199
O 9.224 -2.440 -5.470
O -0.542 -0.545 2.130
O -1.747 -12.352 -0.001
O 1.709 2.476 -8.374
O 1.847 -5.219 -7.444
O 7.554 -3.524 -3.872
O 5.262 7.795 1.419
O -11.198 3.319 1.414
O 6.447 10.704 -4.724
O 2.161 0.935 8.950
O 3.761 2.255 -6.907
O 3.554 1.065 -9.199
O -5.806 2.434 7.687
O 1.698 2.062 -1.328
O -3.753 1.359 6.536
O -10.921 2.618 3.776
O -7.066 -6.773 2.312
O -8.842 -8.452 1.736
O 3.614 6.528 2.996
O -2.955 -10.443 1.270
O 1.136 -0.235 -1.790
N 0.387 1.020 0.454
C -0.004 4.227 -7.758
C -7.881 -9.524 1.923
C 7.475 -4.567 -2.877
C 4.922 1.561 9.632
C -4.551 0.250 8.758
C -8.845 3.715 2.527
C 1.252 -4.458 -6.420
C 1.270 -4.369 -9.725
C 8.492 -4.178 -1.777
C 1.224 3.338 -7.306
C -2.515 -12.702 2.591
C -1.872 -0.814 -0.312
C 4.909 11.255 2.494
C -1.808 -8.227 1.639
C 7.387 -4.258 -6.347
C 3.702 10.255 2.290
C -8.563 -10.756 2.621
C -6.389 -2.229 6.508
C -7.784 -7.033 -0.327
C 6.036 2.598 9.742
C -10.927 2.076 0.885
C 3.984 -0.355 7.317
C 4.525 8.752 -3.844
C -1.803 -9.684 1.021
C 3.006 0.130 0.167
C 6.766 11.338 -3.535
C -5.505 -1.013 6.006
C 5.727 7.876 4.142
C 8.283 11.564 -3.527
C 3.992 3.748 -9.306
C -12.142 1.452 0.319
C 0.659 -5.450 -5.444
B -2.701 5.205 0.905
H 4.381 1.718 10.565
H 1.494 -5.943 -4.946
H -1.597 -9.640 -0.049
H 6.487 -4.588 -2.418
H 1.981 4.052 -6.983
H 6.179 8.845 3.932
H 2.055 -3.998 -5.844
H 3.510 -0.859 6.475
H 5.554 11.100 1.629
H -5.302 -0.540 8.784
H -1.472 -12.463 2.798
H 8.627 12.430 -2.961
H -6.574 -2.051 7.568
H -9.188 -10.407 3.443
H 1.114 2.712 -6.421
H -7.074 -6.239 -0.556
H 8.502 12.051 -4.478
H -10.791 1.402 1.730
H -0.420 4.741 -6.892
H 7.595 -5.565 -3.300
H -1.780 -8.218 2.728
H -0.051 -4.920 -4.809
H 9.515 -4.418 -2.065
H 8.466 -3.101 -1.609
H -2.756 -13.765 2.604
H -4.514 -1.214 6.413
H 3.446 8.740 -3.997
H 6.510 10.795 -2.626
H 0.872 -3.416 -9.375
H 3.591 10.174 1.209
H -7.862 -11.559 2.848
H -0.861 -7.824 1.279
H 0.531 -3.725 -6.783
H -9.117 -11.153 1.771
H -5.881 -3.174 6.318
H 4.974 7.876 -4.312
H 5.490 11.221 3.416
H -3.572 -0.172 8.530
H 2.302 -4.245 -10.054
H 6.754 -3.375 -6.442
H -8.538 2.682 2.361
H 5.274 0.536 9.519
H 5.640 3.606 9.614
H 6.548 2.573 10.703
H 3.159 4.344 -9.678
H 8.969 10.718 -3.537
H -4.682 0.790 9.695
H -12.358 1.662 -0.728
H 0.711 -4.611 -10.628
H 5.017 -0.218 6.998
H -2.718 -7.714 1.327
H -0.800 3.699 -8.283
H -8.747 4.173 1.542
H 6.234 12.284 -3.440
H 2.898 10.878 2.681
H -8.201 4.236 3.235
H 5.234 7.884 5.114
H -12.291 0.375 0.393
H 8.357 -4.814 -0.902
H -0.964 -10.320 1.306
H 4.622 8.956 -2.778
H 4.642 12.311 2.465
H -7.328 -8.023 -0.308
H -7.124 -9.121 2.596
H -8.686 -7.167 -0.924
H 7.867 -4.484 -7.300
H 6.686 2.512 8.871
H 3.967 -1.038 8.166
H 4.466 4.492 -8.665
H 6.416 7.035 4.054
H -13.080 1.842 0.714
H 0.333 5.103 -8.313
H -7.412 -9.639 0.946
H 6.905 -5.166 -5.985
H -3.204 -12.163 3.241
H -7.325 -2.085 5.968
H -5.346 -0.895 4.934
H -0.016 -6.199 -5.857
H 4.718 3.423 -10.051
H -10.010 2.004 0.301
```

Output
<S²>: 6.022
E (eV): -297829.762
Highest occupied orbital energy (spin up / spin down) (eV): -10.7 / -10.0
Multiplicity: 5

3.
ORCA calculation (ωB97M-V/def2-TZVPD) on 8 unconnected molecules or ions with the total composition C32H80N6O15.

Structure (XYZ):
```
133
Properties=species:S:1:pos:R:3
O -2.134 -3.937 3.346
O -9.653 2.260 -0.680
O 5.038 2.610 -2.060
O 1.557 -1.337 2.462
O -3.325 0.543 -0.569
O -5.561 6.611 2.177
O 3.432 -4.252 -2.190
O -0.135 -2.246 1.612
O -0.624 -5.771 -0.932
O 4.650 2.851 2.429
O 1.075 -0.925 0.266
O -2.694 -3.354 1.282
O -0.248 3.383 1.282
O 4.596 -1.980 -4.927
O -3.903 -4.801 2.575
N -6.693 1.603 -1.373
N 3.975 -0.485 3.692
N 4.104 -2.237 0.823
N 1.269 -5.951 2.313
N -3.264 4.885 2.811
N 3.378 0.107 -3.320
C 4.638 0.374 -4.042
C 3.348 0.806 -2.010
C 2.323 -4.826 -2.975
C -1.995 4.738 2.187
C 5.684 -2.717 -4.375
C 4.722 1.434 2.393
C -2.780 -0.685 -0.159
C 0.584 -6.406 1.120
C -2.935 -4.046 2.416
C 0.839 -1.494 1.469
C 4.286 0.929 3.770
C -4.337 4.624 1.896
C 5.420 1.214 4.768
C -8.910 2.714 -1.805
C -1.218 -4.718 -1.736
C -6.781 7.382 2.270
C 0.025 -5.243 0.200
C 3.661 2.351 -2.114
C -5.681 5.193 2.433
C 4.786 -0.614 -5.282
C 0.452 2.047 1.272
C 4.233 3.544 1.287
C -7.351 2.883 -1.390
C -11.063 2.249 -0.965
C 4.349 -2.653 -0.534
C 3.178 -3.500 -0.960
C 5.462 3.889 -2.412
C 5.683 -3.367 -0.601
C -5.286 1.682 -1.170
C -1.562 3.284 1.796
C -0.615 -7.313 1.568
C -4.709 0.303 -0.791
H -11.467 1.445 -1.580
H 4.120 4.599 1.537
H -1.302 -6.692 2.143
H -1.588 2.587 2.634
H 5.489 -3.764 -4.142
H 3.720 -2.968 1.404
H -7.297 3.288 -0.379
H 1.722 -4.100 -3.522
H -0.243 1.218 1.137
H -5.124 -0.031 0.160
H 3.106 2.752 -1.266
H 0.860 1.754 2.239
H 5.112 4.648 -1.711
H -0.745 -4.748 0.792
H -6.571 8.452 2.298
H -0.303 -8.211 2.100
H -11.615 2.202 -0.026
H 3.375 1.454 4.057
H 4.894 3.449 0.425
H -1.696 -0.634 -0.267
H -9.340 3.681 -2.062
H 5.467 0.116 -3.383
H 1.172 2.007 0.455
H -7.315 7.239 1.331
H 4.794 -1.054 3.527
H -2.058 -4.286 -1.192
H -4.961 2.353 -0.376
H 2.232 -2.958 -0.980
H 4.466 -1.805 -1.210
H -4.967 -0.470 -1.516
H 4.818 1.427 -4.262
H 3.234 2.646 -3.072
H -8.889 2.027 -2.651
H -1.764 5.346 1.312
H 6.055 0.334 4.675
H -6.508 4.761 1.869
H 1.287 -6.991 0.527
H 5.559 -4.178 0.116
H 5.729 -0.407 -5.788
H 4.082 0.320 -1.368
H 2.227 -5.675 2.151
H -2.898 -0.749 0.923
H 6.498 -2.677 -5.098
H -1.895 -2.916 1.585
H -4.208 5.084 0.916
H 4.970 1.250 5.760
H 3.237 -0.867 -3.093
H -5.900 4.977 3.479
H -1.014 -7.730 0.643
H 2.981 -4.245 -0.189
H 4.105 0.923 1.654
H 6.477 -2.697 -0.270
H 1.666 -5.418 -2.337
H 1.311 -6.745 2.936
H -3.122 -1.606 -0.630
H -1.295 5.137 2.921
H 0.751 -4.465 -0.034
H 3.313 -0.682 2.955
H -0.493 -3.930 -1.939
H 5.985 2.122 4.558
H 3.275 3.181 0.917
H -4.733 1.984 -2.060
H -11.401 3.157 -1.464
H 3.329 -1.595 0.906
H 2.749 -5.627 -3.580
H -7.329 7.224 3.198
H 6.549 3.815 -2.442
H 3.962 -0.273 -5.908
H -6.767 3.521 -2.053
H -4.379 3.560 1.659
H -1.615 -5.114 -2.670
H 2.352 0.608 -1.613
H 5.759 1.169 2.185
H 5.062 4.269 -3.352
H 0.234 -1.229 -0.083
H -6.893 1.116 -2.235
H 5.903 -3.652 -1.630
H -3.363 5.825 3.167
H -2.222 2.830 1.057
H 5.999 -2.302 -3.418
```

Output
<S²>: 0.758
E (eV): -74127.447
Net charge: -1
Highest occupied orbital energy (spin up / spin down) (eV): -5.6 / -5.6
Multiplicity: 2

Calculated largest force on an atom in order - 8.220, 6.480, 4.635 eV Å⁻¹